No. 1
Molecular formula: C19H42F6IrN4O5S3Sb
Method: DFT, wB97M-V/def2-TZVPD

Orbital gap (alpha / beta) ... 0.2556 / 0.2632 Ha
Total charge ... +3
⟨S²⟩ ... 0.754
Spin multiplicity ... 2
Lowest unoccupied orbital energy (alpha / beta) ... -9.7110 / -9.7098 eV
HOMO level (alpha / beta) ... -16.67 / -16.87 eV

XYZ file:
```
81
Properties=species:S:1:pos:R:3:forces:R:3
Ir -1.13151 -0.64094 -0.52356 -0.26 0.16 -0.19
C -0.64795 -0.99903 -2.79081 -0.26 -0.19 0.57
N -1.32282 -2.23911 -3.04999 -0.22 -0.28 0.00
C -1.98095 -2.33983 -4.36349 -0.08 -0.01 0.10
C -1.68230 -3.01615 -1.99899 0.13 0.09 0.12
N -1.55342 -2.46353 -0.76702 -0.33 -1.00 -0.33
N -2.13674 -4.24826 -2.15057 0.07 -0.08 -0.29
C -2.81966 -4.95423 -1.06442 -0.02 0.10 -0.01
C -1.78987 -5.07904 -3.31387 0.04 0.01 0.06
H -0.40114 -0.51972 -3.73521 -0.01 0.33 0.18
H 0.26995 -1.14153 -2.22476 0.49 -0.12 -0.25
H -1.38019 -0.19008 -2.30648 0.04 -0.27 -0.05
H -2.43429 -1.37640 -4.59374 -0.02 0.00 -0.05
H -2.76848 -3.08389 -4.32138 -0.01 0.10 -0.07
H -1.26676 -2.60402 -5.13998 0.00 -0.01 -0.03
H -1.74861 -3.07282 0.02079 0.10 0.01 -0.12
H -2.10706 -5.48625 -0.43312 -0.01 -0.03 0.04
H -3.49820 -5.67545 -1.51336 0.00 -0.01 0.03
H -3.41222 -4.25698 -0.47551 -0.03 -0.05 0.03
H -0.96185 -4.63067 -3.85732 -0.04 -0.09 0.00
H -2.64737 -5.21098 -3.97265 0.03 -0.06 0.01
H -1.47698 -6.05183 -2.93882 0.01 -0.01 -0.04
C 4.80263 1.19240 -1.05569 -0.18 -0.24 -0.61
C 3.46030 0.52894 -0.77146 -0.55 -0.26 0.42
Sb 3.39587 0.41052 1.36232 0.59 0.78 0.77
C 4.31095 -1.30728 2.11703 0.06 -0.25 -0.14
C 5.68567 -1.42501 1.44428 -0.02 -0.23 0.17
C 4.53142 1.99805 2.17244 0.13 0.14 -0.17
C 4.28674 3.45148 1.77422 -0.04 -0.02 0.10
H 4.90824 1.15559 -2.14354 0.15 0.05 0.00
H 5.65592 0.65668 -0.64743 0.03 -0.05 0.11
H 4.84352 2.23289 -0.77031 -0.04 0.18 0.13
H 3.40907 -0.52034 -1.05754 0.04 0.00 -0.20
H 2.58411 1.05398 -1.14181 0.07 0.12 -0.04
H 3.66095 -2.15362 1.91283 0.09 -0.07 -0.02
H 4.36769 -1.15534 3.19487 0.04 -0.01 -0.03
H 5.62075 -1.59433 0.36946 -0.03 0.02 -0.02
H 6.18521 -2.29564 1.87015 0.04 -0.01 -0.03
H 6.33307 -0.57146 1.63922 0.00 0.06 0.00
H 5.53380 1.66810 1.87974 0.11 0.14 0.14
H 4.43507 1.85964 3.24886 0.05 -0.09 0.01
H 4.52485 3.66471 0.73699 0.01 -0.06 -0.09
H 4.94377 4.07373 2.38252 0.00 0.00 -0.01
H 3.26519 3.77461 1.96018 0.01 -0.06 0.03
C -3.00345 4.21933 -3.23731 -0.01 0.02 -0.02
C -3.00842 3.23083 -2.07549 -0.02 0.01 0.03
C -2.03236 3.68360 -0.99983 -0.02 0.09 -0.07
S -1.61702 2.53822 0.30059 0.45 -0.58 -0.10
O -0.93447 1.35307 -0.50294 -0.26 1.15 0.45
C -3.20901 1.94977 0.92496 -0.11 -0.17 -0.08
C -3.93639 0.85826 0.13046 0.24 0.07 -0.08
C -4.72040 -0.05875 1.06161 -0.01 0.00 -0.01
H -3.73021 3.93142 -3.99384 -0.02 -0.03 0.00
H -2.02360 4.26377 -3.71169 0.04 0.01 -0.02
H -3.26157 5.22344 -2.90235 0.00 0.02 0.02
H -2.73162 2.23379 -2.42643 0.00 -0.02 0.00
H -4.01214 3.16646 -1.65420 0.00 -0.02 0.01
H -2.38413 4.56534 -0.45555 -0.02 0.05 -0.03
H -1.05453 3.94086 -1.41617 -0.01 0.01 -0.01
H -3.80044 2.86191 1.03214 -0.01 0.04 0.04
H -2.97006 1.59741 1.93103 0.01 -0.02 -0.02
H -3.17834 0.27539 -0.43112 -0.43 0.05 0.14
H -4.58903 1.28611 -0.63105 0.04 0.09 0.10
H -4.05249 -0.61139 1.72458 0.01 -0.01 0.01
H -5.31071 -0.77288 0.49014 0.01 -0.03 -0.01
H -5.41336 0.50744 1.68357 -0.02 0.03 -0.01
F 0.47188 -1.33737 4.81882 0.02 -0.01 -0.01
C 0.63064 -2.03674 3.71512 -0.70 0.01 0.08
F -0.08065 -3.14157 3.74991 0.05 0.01 0.05
F 1.89888 -2.32173 3.52212 0.09 0.02 -0.02
S -0.02956 -1.02368 2.24254 1.23 -0.38 -0.54
O 1.03200 -1.14436 1.22384 -0.05 0.28 0.58
O -1.29459 -1.61084 1.86338 -0.10 0.74 -0.57
N -0.23831 0.48428 2.64934 -0.06 -0.08 0.80
S 1.05176 1.32745 2.94036 -0.38 -0.16 -0.71
O 1.42575 2.13259 1.79015 0.14 -0.04 0.09
O 2.21900 0.48435 3.33945 -0.46 0.19 -0.30
C 0.57530 2.45023 4.36761 0.30 0.03 0.08
F 0.17423 1.70933 5.36550 0.01 -0.03 -0.01
F 1.66814 3.12190 4.66568 -0.12 -0.02 -0.01
F -0.37707 3.24510 3.94199 0.00 -0.04 -0.05
```
Forces are in eV/Å.

No. 2
Molecular formula: C19H42N
Method: DFT, wB97M-V/def2-TZVPD

Orbital gap ... 0.3430 Ha
Total charge ... +1
Lowest unoccupied orbital energy ... -2.6315 eV
HOMO level ... -11.97 eV

XYZ file:
```
62
Properties=species:S:1:pos:R:3:forces:R:3
C 8.74441 -1.25484 -1.43285 0.11 0.18 0.14
C 8.85117 0.13199 -0.80937 -0.18 0.03 -0.18
C 7.49248 0.79674 -0.58475 0.17 -0.21 0.19
C 6.63911 0.07310 0.45584 -0.05 0.32 -0.02
C 5.40755 0.86931 0.88924 -0.02 -0.29 -0.22
C 4.38206 1.04595 -0.22908 -0.01 0.25 0.24
C 3.11792 1.77650 0.23026 0.03 -0.14 0.05
C 2.20873 0.95804 1.14944 0.00 0.07 -0.34
C 1.46448 -0.15834 0.41943 -0.04 0.08 0.45
C 0.60711 -0.98034 1.37938 0.06 -0.18 -0.30
C -0.10729 -2.15338 0.70595 -0.03 0.16 -0.01
C -1.21402 -1.75842 -0.27336 0.01 -0.06 0.32
C -2.41431 -1.11206 0.41584 0.06 -0.06 -0.41
C -3.55627 -0.85600 -0.56592 -0.04 0.08 0.33
C -4.76804 -0.23408 0.13707 -0.06 -0.02 -0.22
C -5.88321 0.00382 -0.87657 0.92 -0.35 -0.07
N -7.16544 0.55697 -0.33782 -0.02 -0.01 -0.11
C -7.78496 -0.38551 0.61118 -0.34 -0.60 0.63
C -6.93865 1.84939 0.33347 0.18 0.79 0.46
C -8.08813 0.76406 -1.47094 -0.59 0.14 -0.72
H 9.73504 -1.64764 -1.64979 0.05 -0.12 -0.05
H 8.24634 -1.94813 -0.76009 -0.06 -0.14 0.02
H 8.18230 -1.21162 -2.36354 -0.07 -0.05 -0.12
H 9.44518 0.76984 -1.46822 0.07 0.01 0.07
H 9.37992 0.06056 0.14390 0.06 0.07 0.02
H 7.65893 1.82338 -0.24864 -0.07 0.08 -0.03
H 6.95977 0.84013 -1.53660 -0.03 0.09 -0.07
H 7.25485 -0.11759 1.33848 0.05 -0.10 0.01
H 6.31586 -0.89221 0.06194 0.01 -0.11 0.05
H 4.94230 0.34670 1.72763 -0.02 0.06 0.09
H 5.72071 1.85300 1.24744 -0.01 0.05 0.08
H 4.11972 0.06797 -0.63654 0.04 -0.08 -0.12
H 4.83415 1.62608 -1.03515 0.01 -0.07 -0.09
H 2.54299 2.07796 -0.64955 -0.04 0.10 0.01
H 3.41790 2.68771 0.75301 -0.01 0.09 -0.06
H 1.47445 1.62953 1.60317 -0.01 -0.03 0.09
H 2.79719 0.52809 1.96086 -0.02 -0.01 0.12
H 2.18032 -0.82231 -0.06685 0.01 -0.06 -0.12
H 0.84011 0.28491 -0.35942 0.01 0.01 -0.12
H 1.25579 -1.38394 2.15993 -0.02 0.06 0.09
H -0.11890 -0.32978 1.87131 0.00 0.05 0.12
H -0.53946 -2.79397 1.47865 0.01 -0.11 -0.02
H 0.63409 -2.74623 0.16675 0.03 -0.09 0.05
H -1.55140 -2.65959 -0.79103 -0.02 0.01 -0.10
H -0.81648 -1.07800 -1.02716 -0.01 0.01 -0.13
H -2.76344 -1.77004 1.21485 -0.02 0.01 0.11
H -2.11305 -0.16656 0.86833 -0.03 0.06 0.12
H -3.84811 -1.79975 -1.03085 -0.02 -0.04 -0.09
H -3.20782 -0.18925 -1.35684 0.00 0.01 -0.11
H -4.45152 0.70179 0.59802 -0.04 0.03 0.08
H -5.08986 -0.91722 0.92342 -0.04 0.03 0.08
H -5.52072 0.69810 -1.63810 -0.20 0.03 0.01
H -6.11738 -0.94280 -1.36909 -0.17 0.11 0.00
H -7.15461 -0.51425 1.48768 0.05 0.09 -0.10
H -7.93171 -1.35444 0.13741 0.06 0.07 -0.12
H -8.75190 -0.00514 0.93586 0.04 0.11 -0.10
H -6.33344 1.71353 1.22652 -0.02 -0.12 -0.07
H -6.42806 2.53715 -0.33818 -0.01 -0.11 -0.09
H -7.89074 2.28878 0.62608 -0.05 -0.13 -0.07
H -7.66577 1.47594 -2.17791 0.12 -0.01 0.11
H -9.04082 1.15233 -1.11475 0.08 -0.01 0.13
H -8.26831 -0.17625 -1.98897 0.11 -0.05 0.12
```
Forces are in eV/Å.